Entry 1:
A molecular structure, C22H26N2O3Sc, computed with ωB97M-V with the def2-TZVPD basis set.

```
54
Properties=species:S:1:pos:R:3:mulliken_charge:R:1
C -1.7125 0.9538 2.0303 -0.322
H 0.5809 4.6550 -1.5862 0.241
C 1.8953 -3.4084 -1.0638 0.238
C -2.3806 1.6268 1.0158 0.916
H -0.0620 4.3659 0.0495 0.165
H -3.4231 -1.0698 -0.7416 0.361
H -2.9509 3.2725 3.1478 0.424
H 4.1621 0.1077 -1.8172 0.273
H 0.6492 -6.2362 -2.5270 0.366
H -3.2032 -3.0776 0.6497 0.395
C 1.2158 2.7842 -0.6978 1.130
N 2.0333 0.0544 0.0101 0.128
H -1.4355 -3.0509 0.5994 0.126
C 3.4504 -5.2840 -0.8537 -0.656
C -2.3314 -1.1741 1.0871 1.265
N 2.5207 -1.2439 -0.1663 -0.926
H -4.6968 2.9294 0.9784 0.377
H -4.1628 4.5592 0.6554 0.449
C 2.4414 2.4247 -0.2757 -1.511
H 2.8219 -7.1513 -1.7221 0.354
H 1.6149 4.8556 -0.1743 0.335
C -2.5391 3.1360 1.0128 1.352
C 4.2252 0.7239 -0.9161 -1.261
O 0.4765 -1.6162 -1.1794 -0.621
H -2.2783 -3.0232 2.1549 0.396
O 0.2981 2.0674 -1.1794 -0.485
H -1.2917 3.6904 2.7334 0.357
C 0.8144 4.2374 -0.5985 -1.110
C -2.9467 -0.5051 0.0421 -0.817
Sc 0.0651 0.2246 -0.4442 0.384
H 4.4005 -5.6657 -0.4962 0.355
O 0.0651 0.2246 -2.2800 -0.848
H -3.4310 1.3695 -0.8259 0.147
C 1.3495 -5.6048 -1.9910 -0.700
C 1.6054 -1.9467 -0.7709 0.694
H -4.0198 3.3363 -0.5979 0.351
C -1.6919 -0.4269 2.0646 -1.009
C -2.9604 0.8732 0.0034 -0.605
C -3.9268 3.5152 0.4744 -1.616
H -2.5977 4.8239 2.3988 0.440
H 4.8167 0.2029 -0.1571 0.292
H 3.8095 -3.3035 -0.0818 0.413
C -2.3276 3.7650 2.3997 -1.719
H 3.1689 3.1190 0.1095 0.283
H -1.7709 3.5318 0.3264 -0.492
C -2.3106 -2.6616 1.1250 -1.431
C 1.0192 -4.2655 -1.7552 -0.110
H -1.1991 1.5102 2.7944 0.283
C 2.5657 -6.1135 -1.5397 -0.270
H 0.0691 -3.8733 -2.1113 0.457
H 4.7365 1.6569 -1.1701 0.413
C 2.8399 0.9915 -0.3801 1.286
H -1.1763 -0.9392 2.8575 0.359
C 3.1163 -3.9454 -0.6194 -0.297
```

As for the energy above the lowest of the compared OMol25 structures with the same formula, charge and spin: 20.5 kcal per mole. The total charge is -1.



Entry 2:
A single C22H26N2O4 molecule, computed with ωB97M-V with the def2-TZVPD basis set.

```
54
Properties=species:S:1:pos:R:3:mulliken_charge:R:1
O -0.0744 0.0149 3.2752 -0.694
C -4.6449 -1.4137 -2.2534 -0.959
H -4.3126 3.5550 0.5911 0.250
C -1.9414 0.5379 1.1716 -0.520
C 1.5367 -1.9039 0.7446 -0.244
H -5.4735 -1.0533 -2.8612 0.241
C 2.6606 1.1163 0.7429 -1.147
H 3.1510 -4.6758 -0.3500 0.410
H -4.9545 -2.3219 -1.7247 0.355
O -4.3483 -0.3693 -1.3598 -0.451
C 3.8051 1.1723 -0.2754 -0.430
C -0.0369 -0.6011 2.2261 -0.073
C 2.1601 -3.1507 0.7656 -0.592
H 1.0627 4.3729 -0.9343 0.480
H 4.7365 0.9103 0.2312 0.380
H 4.7295 2.4510 -1.7154 0.381
C 1.4763 -1.1914 -0.4588 0.991
C -3.0011 0.6026 0.2928 0.772
H -2.5604 3.2374 0.6598 0.231
H 2.7477 0.1959 1.3215 0.354
H 2.2327 4.0220 0.3274 0.424
H 2.2271 -3.6840 1.7032 0.454
O -0.0940 0.3055 -1.3888 -0.718
H 2.7292 1.9531 1.4400 0.650
H 2.2145 2.3342 -2.1864 0.274
H 2.9558 3.9325 -2.2002 0.364
H 1.6293 -1.5767 2.7695 0.216
H -2.7548 -2.5389 -0.9862 0.411
C -3.2960 -0.5187 -0.5190 1.149
C 0.8381 0.1580 -0.6150 0.002
C -1.4606 -1.7154 0.4832 -0.364
C 3.9683 2.5391 -0.9368 -0.839
N 1.0556 -1.3916 1.9551 0.149
C 2.5665 -3.0288 -1.5908 -0.890
H 4.3389 3.2556 -0.1989 0.328
C 2.6841 3.0924 -1.5575 -0.640
C 1.6833 3.5828 -0.5083 -0.963
C -3.5527 2.8319 0.8840 -0.770
N 1.3677 1.1798 0.0994 0.923
H 0.3440 2.7596 0.9780 0.249
C 2.6749 -3.7076 -0.3886 -0.597
H 3.6198 0.4148 -1.0401 0.265
H 2.9514 -3.4642 -2.5000 0.438
H -1.6877 1.3670 1.8120 0.589
H -3.7917 -1.6417 -2.8998 0.377
C -2.5315 -1.6672 -0.3926 -0.688
H -3.6309 2.6399 1.9592 0.346
C -1.1424 -0.6062 1.2498 -0.400
C 0.7424 2.4819 -0.0053 -0.792
H 1.8757 -1.2409 -2.5463 0.505
C 1.9656 -1.7842 -1.6172 -0.602
H -0.0914 2.3550 -0.6999 0.396
O -3.8197 1.6761 0.1298 -0.466
H -0.8897 -2.6276 0.5649 0.482
```

As for the energy above the lowest of the compared OMol25 structures with the same formula, charge and spin: 49.7 kcal per mole. The SMILES is COc1ccc(C(=O)Nc2ccccc2C(=O)N2CCCCCC2)cc1OC.



Entry 3:
A single C22H26N2O7S2 molecule, computed with ωB97M-V with the def2-TZVPD basis set.

```
59
Properties=species:S:1:pos:R:3:mulliken_charge:R:1
N 3.7206 0.2519 -0.5320 -0.159
H 6.2313 -1.6917 2.8509 0.357
H 0.9919 4.6514 -1.5302 0.470
S -5.0163 -0.0769 1.8840 1.364
H -3.9732 -2.7453 -3.0823 0.326
C -2.4359 2.9409 -0.2658 -0.101
C 6.4479 -0.5770 0.9753 -0.304
C 5.8785 -0.9670 -0.3959 0.155
O 3.1713 0.3130 1.9650 -0.697
H -2.1980 -0.5984 -2.6014 0.277
O 4.5157 2.1303 0.9630 -0.701
H 4.1438 -1.9323 1.6733 0.139
O -6.0130 0.6660 2.5956 -0.727
C -0.2955 3.2612 -0.5167 -0.035
C -4.5739 2.1274 0.3193 -0.532
C 6.3021 -1.8656 1.7808 -0.701
C 5.0061 -2.4193 1.1985 -0.233
H 3.0501 3.4694 -0.7053 0.524
H 4.9759 -0.0336 -2.1396 0.430
H -4.3666 -2.3256 0.6995 0.437
C -1.8194 1.9135 0.4798 0.915
H -5.8867 -2.8587 -0.0604 0.273
H -4.2399 -3.7645 -1.6561 0.352
H -2.2727 -2.8589 -0.5561 0.273
C -5.1856 -2.0229 0.0454 -1.118
H -2.1839 0.1823 1.7387 0.699
C -3.8131 3.0681 -0.3497 -1.429
C 1.9549 1.9969 0.3570 -0.489
H -6.4747 -0.3902 0.1877 0.284
C -3.9678 1.1061 1.0380 0.076
H -1.7071 -2.9272 -2.2357 0.422
H 5.8393 0.2117 1.4173 0.048
H 5.5457 1.1210 -0.9031 0.393
C -2.6025 0.9815 1.1491 -0.135
O -3.7509 -0.5476 -1.2560 -0.260
H 6.6828 -1.2680 -1.0828 0.410
H -4.2616 3.8681 -0.9156 0.469
C -3.8849 -2.7952 -1.9966 -0.758
C -2.4382 -0.9709 -1.5957 -0.040
H 4.9073 -3.5031 1.2842 0.353
C -4.6572 -1.6390 -1.3486 0.350
C 0.7424 1.4785 0.7554 -0.097
N -5.8445 -0.9491 0.7381 -0.200
H -5.6508 2.1800 0.3077 0.439
H -5.5069 -1.3121 -1.9636 0.259
H 3.3292 -0.6751 -0.4197 0.365
O -4.1860 -1.0049 2.5920 -0.694
C 5.0608 0.1583 -1.0658 -1.084
C 2.0624 3.1201 -0.4527 -0.366
H 7.1320 -2.5440 1.5755 0.305
S 3.4590 1.1677 0.8457 1.426
C -2.4500 -2.4970 -1.5685 -0.719
H 7.4760 -0.2300 0.9008 0.415
H 0.7109 0.6149 1.3992 0.737
C 0.9319 3.7763 -0.9043 -1.577
H -1.7379 -0.5307 -0.8829 -0.046
C -0.4057 2.1225 0.3127 0.471
O -1.5153 3.7474 -0.8578 -0.474
O 5.0457 -2.1046 -0.1887 -0.540
```

As for the energy above the lowest of the compared OMol25 structures with the same formula, charge and spin: 2.6 kcal per mole. The SMILES is O=S(=O)(NC[C@H]1CCCO1)c1ccc2oc3ccc(S(=O)(=O)NC[C@@H]4CCCO4)cc3c2c1.



Entry 4:
A single C22H26N4O2 molecule, computed with ωB97M-V with the def2-TZVPD basis set.

```
54
Properties=species:S:1:pos:R:3:mulliken_charge:R:1
C 4.3618 -1.0794 -0.2674 0.755
N -0.4909 -0.5662 -1.3332 -0.128
N 5.2993 0.7226 1.0019 -0.661
C 0.3944 -0.1933 -0.3592 -0.211
H 2.2653 -1.4214 -1.9975 0.391
C -3.8181 -1.9674 -0.6531 -0.377
H 2.8208 2.4985 1.4628 0.383
H 3.9540 -0.5890 1.7871 0.370
H -5.3379 3.3044 -1.2212 0.325
H -0.9097 -1.7073 1.0470 0.357
C -1.9143 -0.3999 -1.1489 -0.193
C -2.5490 -1.5072 -0.3244 0.522
H -5.4134 -3.2992 -0.1578 0.386
C -4.4253 -2.9515 0.1059 -0.718
C -5.2670 2.8872 -0.2142 -0.757
H -2.1336 3.4068 0.4633 0.453
H 6.5354 0.7430 -2.1107 0.401
H -1.9834 -3.4589 2.3797 0.423
H 3.8086 -3.0327 -0.9467 0.495
C -2.5028 -3.0416 1.5292 -0.802
H 3.1948 -2.5979 0.6640 0.322
H 1.5125 0.4406 1.7688 0.446
H -0.2328 -1.4049 -1.8321 0.384
H -4.3321 -1.5360 -1.4986 0.435
H -2.3872 -0.3883 -2.1386 0.622
O -3.9478 2.4351 0.0445 -0.339
C -2.1731 0.9372 -0.4832 -0.042
C 2.0663 2.2214 0.7323 -1.013
N 0.0063 0.8704 0.4496 0.398
C -3.7679 -3.4938 1.1974 -0.430
C -1.8977 -2.0512 0.7752 -0.162
C 1.0131 1.3341 1.3900 -1.106
H 6.6341 1.9535 0.0730 0.374
H -1.6738 2.6851 1.9924 0.318
H -0.4362 3.3933 0.9436 0.374
H 5.0337 -1.2333 -2.3017 0.423
H 0.5233 1.8451 2.2179 0.538
O -4.2182 0.9968 -1.6461 -0.649
C -1.3628 2.8280 0.9578 -1.994
H 1.6309 3.1255 0.3129 0.377
C 4.5071 -0.3285 0.8945 -0.165
C -1.1999 1.5037 0.2790 1.238
C -3.5097 1.4438 -0.7669 0.229
C 5.9429 0.4148 -1.2700 -0.431
H 2.5511 1.6657 -0.0645 0.163
C 2.0756 -1.7527 -0.9660 -0.958
H 1.3787 -2.6073 -1.0098 0.451
H -5.9751 2.0604 -0.1292 0.303
N 1.5616 -0.6712 -0.1775 -0.062
C 5.1064 -0.6841 -1.3724 -0.355
H -5.4768 3.6496 0.5321 0.232
C 5.9998 1.0864 -0.0587 -0.390
H -4.2396 -4.2656 1.7877 0.387
C 3.3984 -2.2230 -0.3396 -1.326
```

As for the energy above the lowest of the compared OMol25 structures with the same formula, charge and spin: 27.8 kcal per mole. The SMILES is CCN1C(C)=C(C(=O)OC)[C@H](c2ccccc2)N/C1=N\CCc1cccnc1.